Record 1
{
  "formula": "C2H3N2P",
  "method": "wB97M-V/def2-TZVPD",
  "fmax_ha_per_bohr": 0.106,
  "elements": ["C", "N", "H", "C", "P", "N", "H", "H"],
  "positions_angstrom": [[0.119, 0.220, 0.513], [-0.041, -2.188, -1.365], [0.079, 0.660, 1.483], [-1.090, 0.958, -1.431], [0.281, -1.533, -0.073], [-0.549, 0.820, -0.408], [0.673, -2.058, 1.368], [-1.038, 1.496, -2.233]]
}



Record 2
{
  "formula": "C10H14O3S2",
  "method": "wB97M-V/def2-TZVPD",
  "fmax_ha_per_bohr": 0.083,
  "elements": ["O", "C", "H", "S", "H", "C", "O", "C", "H", "C", "H", "C", "H", "H", "H", "H", "C", "S", "H", "H", "C", "C", "C", "C", "H", "H", "O", "H", "H"],
  "positions_angstrom": [[2.752, 1.340, 1.041], [-3.338, 0.879, -0.686], [3.727, -0.152, -0.515], [1.489, 1.424, 0.312], [0.925, 0.576, 3.002], [0.607, -0.083, 0.963], [-1.012, 1.345, -0.366], [2.038, 0.786, -1.360], [-2.383, 2.816, -0.993], [-1.893, -0.757, 0.637], [2.452, -2.690, -0.933], [-0.760, -0.045, -0.034], [-1.694, -1.940, 0.436], [-0.578, 0.891, 2.411], [3.219, -0.771, -2.282], [-1.998, -0.510, 1.747], [1.929, -1.691, -0.862], [1.398, -1.637, 0.924], [2.683, 1.621, -1.570], [-0.163, -0.824, 2.751], [0.189, 0.187, 2.392], [-3.263, -0.495, 0.007], [-2.219, 1.694, -0.730], [2.822, -0.512, -1.156], [0.988, -1.637, -1.561], [1.271, 0.762, -2.075], [-4.281, -1.183, 0.242], [-0.581, -0.609, -0.997], [-4.326, 1.216, -0.746]]
}



Record 3
{
  "formula": "C62H58N3O5P2S4Ti",
  "method": "wB97M-V/def2-TZVPD",
  "fmax_ha_per_bohr": 0.011,
  "charge": 1,
  "elements": ["H", "H", "C", "H", "P", "H", "C", "H", "C", "S", "C", "O", "C", "C", "C", "C", "O", "C", "S", "H", "H", "H", "C", "C", "Ti", "H", "C", "C", "C", "H", "S", "N", "H", "H", "C", "C", "C", "H", "H", "H", "C", "C", "C", "H", "H", "H", "H", "H", "H", "C", "C", "C", "C", "H", "C", "H", "H", "C", "H", "H", "H", "C", "C", "C", "O", "C", "C", "N", "C", "H", "H", "H", "C", "C", "C", "C", "H", "H", "H", "H", "H", "C", "H", "H", "H", "P", "N", "H", "H", "C", "C", "C", "H", "C", "C", "O", "C", "S", "C", "C", "C", "C", "C", "H", "H", "C", "C", "C", "C", "H", "C", "C", "C", "C", "H", "C", "H", "O", "H", "H", "H", "H", "H", "C", "H", "C", "C", "H", "H", "H", "H", "H", "H", "C", "C"],
  "positions_angstrom": [[-1.960, -4.304, 5.036], [5.911, 2.733, -2.992], [-3.402, -1.256, 2.325], [-0.792, -3.287, -4.405], [0.607, -0.992, 2.303], [-7.434, 0.946, 0.933], [1.429, -5.788, -3.871], [-0.714, 7.757, -3.046], [-0.431, -4.292, -4.221], [-1.209, -0.599, -0.501], [4.041, 1.760, -3.377], [1.288, 0.221, -0.076], [-1.300, -5.368, -4.169], [-6.392, 1.184, 0.769], [0.003, -1.853, 6.281], [2.183, 2.426, -1.989], [3.386, 0.850, 0.435], [-1.521, -0.875, -3.156], [1.642, 2.713, 1.638], [3.212, -0.966, -3.053], [2.070, 0.967, -3.570], [4.983, 4.169, -1.201], [0.930, -4.510, -4.061], [-1.532, -0.542, -4.500], [-0.058, 1.329, 0.889], [-1.998, -1.206, -5.216], [2.701, 1.649, -3.019], [-1.783, -7.821, -3.888], [-0.408, 1.495, -3.955], [-2.363, -5.205, -4.306], [2.034, -3.139, -4.119], [-3.051, 0.147, 2.090], [0.930, -7.857, -3.654], [1.917, 5.529, 1.327], [0.352, -2.323, 1.062], [3.122, -1.093, -0.910], [2.408, -0.973, 2.663], [-1.173, 4.599, -0.221], [-0.409, 1.089, 4.491], [-2.352, -7.808, -2.956], [-0.827, -6.663, -3.951], [3.017, 3.349, -1.354], [-0.254, 2.123, 4.209], [1.182, 4.011, -3.763], [1.261, -3.798, 2.327], [-0.617, 2.771, 5.012], [2.496, -5.949, -3.790], [-2.083, -1.736, -2.827], [-0.181, -5.282, -1.408], [-0.886, -0.072, -2.219], [-1.014, 6.253, -1.547], [-5.414, 0.540, 1.508], [-6.026, 2.127, -0.179], [4.572, 1.025, 4.349], [-0.695, 3.804, 2.619], [0.681, 6.283, -4.471], [-2.524, -1.770, 2.693], [2.517, -1.323, -2.292], [-1.074, -3.078, -1.926], [4.428, 1.149, -4.183], [2.990, -2.790, 1.657], [4.348, 3.456, -1.710], [4.223, 0.178, 3.772], [-0.969, 0.652, -4.901], [1.363, -2.019, -4.718], [0.515, 4.608, -3.155], [0.628, -4.671, 0.491], [2.203, -2.751, -2.512], [3.309, -1.956, 2.261], [1.157, -0.493, 5.130], [-1.193, -3.336, 2.940], [-1.256, -8.772, -3.945], [-0.027, 4.089, -1.973], [2.622, 0.112, -0.131], [0.101, 6.414, 2.051], [-0.774, 4.941, -1.163], [-3.723, -1.714, 1.395], [6.158, -0.737, 3.629], [2.225, 0.899, 3.695], [-1.593, 6.896, -0.897], [-1.211, -3.364, 7.203], [0.549, 4.047, 2.039], [-6.778, 2.633, -0.771], [0.993, -5.654, 0.760], [-5.709, -0.199, 2.241], [0.436, 2.382, -1.463], [-0.999, 2.419, 2.959], [-2.516, 4.709, 3.331], [-0.987, 0.951, -5.941], [-0.873, -2.928, 6.272], [0.946, 5.354, 1.771], [5.111, -0.806, 3.366], [-3.825, 0.794, 3.947], [4.867, 2.652, -2.716], [-0.339, 1.161, -2.603], [3.286, -3.598, -4.646], [0.545, -6.856, -3.804], [-2.053, 2.276, -0.019], [-3.702, 1.769, 0.372], [-2.436, 2.245, 3.271], [-0.034, -4.469, -0.708], [-2.876, 0.804, 3.389], [-1.292, -3.453, 5.061], [-2.499, -7.778, -4.708], [-4.389, 3.144, -1.117], [0.258, 5.910, -3.548], [-0.310, -2.139, -0.158], [2.889, 0.097, 3.415], [0.000, -1.794, 3.857], [-1.821, 6.987, 2.813], [-4.063, 0.816, 1.317], [-0.521, -3.211, -1.011], [0.439, -1.299, 5.088], [0.799, -3.612, 1.367], [-4.187, -1.371, 3.084], [-0.856, -2.895, 3.867], [2.907, -3.363, -2.110], [-2.615, -1.026, -0.564], [-2.649, 2.747, 4.221], [5.336, -2.638, 2.277], [4.203, -0.981, -0.964], [-2.169, 0.210, 3.973], [0.363, -1.451, 7.218], [-0.517, 6.737, -2.746], [-3.022, 2.744, 2.502], [4.650, -1.869, 2.607], [-1.148, 6.168, 2.598], [-0.024, 2.448, -4.286], [2.922, -1.959, -0.270], [2.622, 3.988, -0.577], [1.586, -0.775, -2.403], [0.804, 2.306, 4.062], [0.414, 7.427, 1.833], [-1.544, 4.869, 2.891], [-4.688, 2.417, -0.373]]
}



Number 1: HOMO-LUMO gap 8.647 eV. Number 2: HOMO-LUMO gap 9.130 eV. Number 3: HOMO-LUMO gap 6.721 eV.